No. 1
# C22H66O11

A cluster of 11 separate species, C22H66O11 in total (ωB97M-V with the def2-TZVPD basis set, the Open Molecules 2025 dataset).

HOMO energy: -9.345 eV
orbital gap: 9.69 eV
SMILES: CCO.CCO.CCO.CCO.CCO.CCO.CCO.CCO.CCO.CCO.CCO
ΔE to the lowest compared entry with this formula, charge and spin: 266.38 kJ/mol
E_tot: -46403.982 eV

Element x y z (Å)
C: 41.5488 7.1584 -13.3372
C: 40.5249 7.1683 -14.4665
O: 39.2882 7.7502 -14.0573
H: 42.4334 6.5458 -13.5198
H: 41.1411 6.7543 -12.4051
H: 41.8779 8.1784 -13.1338
H: 40.3178 6.1573 -14.8252
H: 40.9983 7.7433 -15.2610
H: 38.9150 7.1069 -13.4368
C: 39.4028 12.3200 -12.2066
C: 39.3141 10.8996 -12.6972
O: 40.0163 10.6978 -13.9189
H: 40.4433 12.6407 -12.3149
H: 39.0876 12.3788 -11.1669
H: 38.8114 13.0189 -12.7986
H: 38.2553 10.6549 -12.8843
H: 39.6934 10.1521 -11.9866
H: 39.7018 9.8754 -14.3063
C: 38.5343 9.0140 -22.0723
C: 38.5608 8.2552 -23.3770
O: 39.5419 7.2346 -23.3984
H: 39.4315 9.6158 -21.9028
H: 38.4530 8.3515 -21.2089
H: 37.7022 9.7127 -21.9865
H: 38.6858 8.9377 -24.2249
H: 37.5609 7.8321 -23.5283
H: 39.4789 6.7598 -24.2295
C: 37.1214 8.8448 -18.2216
C: 37.3657 8.0960 -16.9132
O: 37.3806 9.0371 -15.8250
H: 36.0729 9.1032 -18.3569
H: 37.5004 8.2235 -19.0304
H: 37.6846 9.7777 -18.1917
H: 38.3559 7.6423 -17.0470
H: 36.6819 7.2780 -16.6777
H: 37.7353 8.4924 -15.1020
C: 34.8374 6.9401 -22.6030
C: 34.6755 8.2241 -21.8032
O: 35.5669 8.3033 -20.7117
H: 34.2250 6.1986 -22.0899
H: 35.8881 6.6513 -22.5991
H: 34.4833 7.0304 -23.6270
H: 33.6530 8.2899 -21.4015
H: 34.7635 9.1404 -22.4033
H: 35.6729 9.1964 -20.3577
C: 33.5662 12.9257 -19.4396
C: 33.8783 11.7384 -20.3417
O: 35.0197 11.0268 -19.8481
H: 32.7247 13.5017 -19.8424
H: 34.4144 13.6083 -19.4154
H: 33.2411 12.6308 -18.4433
H: 34.0632 12.0369 -21.3712
H: 33.1011 10.9635 -20.3211
H: 34.8516 10.6711 -18.9612
C: 39.2167 4.4763 -19.9725
C: 38.3624 5.5697 -19.4394
O: 37.2650 5.7888 -20.3251
H: 38.6724 3.5275 -19.9655
H: 40.1115 4.3486 -19.3622
H: 39.4625 4.6214 -21.0253
H: 38.8289 6.5632 -19.3378
H: 38.0629 5.3875 -18.3938
H: 36.7325 6.5524 -20.0648
C: 35.8200 12.9473 -15.9426
C: 35.9794 12.1679 -14.6370
O: 35.5748 10.8218 -14.8443
H: 35.8852 14.0351 -15.8275
H: 34.8820 12.7213 -16.4441
H: 36.6565 12.7740 -16.6273
H: 35.3438 12.6626 -13.8990
H: 37.0147 12.1695 -14.2938
H: 36.3535 10.2340 -14.8484
C: 31.8468 9.4883 -18.0290
C: 32.7988 9.5989 -16.8395
O: 34.0997 9.9223 -17.2961
H: 31.5367 10.4838 -18.3393
H: 31.0044 8.8723 -17.7202
H: 32.3742 8.9951 -18.8449
H: 32.9455 8.6591 -16.2748
H: 32.4703 10.2779 -16.0389
H: 34.7238 10.1506 -16.5941
C: 35.7766 5.8230 -13.9603
C: 36.3781 5.4144 -12.6341
O: 37.3518 6.3882 -12.1987
H: 34.8622 5.2493 -14.1248
H: 36.3936 5.6974 -14.8499
H: 35.4781 6.8759 -13.9685
H: 37.0027 4.5269 -12.8193
H: 35.6384 5.1602 -11.8747
H: 37.5957 6.1206 -11.3059
C: 41.3048 5.9516 -18.1269
C: 41.9161 4.7184 -17.4350
O: 41.6145 3.5848 -18.2427
H: 40.2255 5.9050 -18.2583
H: 41.7591 6.0748 -19.1104
H: 41.6112 6.8164 -17.5310
H: 41.4816 4.5956 -16.4373
H: 42.9906 4.9070 -17.3665
H: 42.4167 3.0631 -18.3307

Cartesian forces, eV/Å:
C -0.07 -0.04 0.64
C 0.73 -0.39 0.30
O 0.24 -0.10 -0.12
H -0.05 0.06 -0.46
H -0.23 0.07 -0.07
H -0.02 -0.01 0.03
H 0.16 -0.02 -0.16
H -0.61 0.14 -0.30
H -0.45 0.30 0.20
C 0.74 0.05 -0.30
C -0.82 -1.02 -0.52
O 0.24 0.70 -0.12
H -0.04 0.09 0.32
H 0.06 0.06 0.04
H -0.13 -0.17 -0.06
H 0.07 -0.05 0.27
H -0.09 0.39 0.29
H -0.07 -0.10 0.09
C 0.67 0.21 0.67
C -1.00 0.20 -0.40
O 0.27 0.15 0.42
H 0.13 -0.12 -0.23
H -0.07 -0.24 -0.20
H -0.17 -0.13 -0.36
H 0.28 0.16 0.07
H 0.02 -0.22 0.08
H -0.06 0.00 -0.05
C -0.23 -0.19 0.72
C 0.52 0.62 -0.58
O 0.28 -1.01 0.17
H 0.08 -0.27 -0.04
H -0.25 0.22 -0.20
H 0.17 -0.06 -0.03
H 0.10 0.00 0.47
H -0.32 0.12 -0.32
H 0.21 0.42 0.17
C 0.01 0.26 0.76
C -0.78 1.37 0.05
O 0.68 -1.15 0.13
H 0.32 -0.40 -0.20
H -0.07 -0.20 -0.02
H -0.05 0.16 -0.02
H -0.06 -0.18 -0.14
H 0.29 -0.23 -0.26
H -0.52 0.23 -0.45
C -0.65 0.25 -0.73
C -0.05 -1.00 1.33
O 0.98 0.22 -0.52
H 0.05 -0.07 -0.13
H 0.10 -0.12 0.26
H 0.38 -0.17 0.11
H 0.20 -0.02 0.05
H -0.53 0.62 -0.31
H -0.56 0.25 0.06
C 0.16 -0.69 -0.29
C -0.97 1.67 0.01
O -0.25 -0.67 0.14
H -0.11 0.07 0.25
H -0.36 -0.18 -0.59
H 0.20 0.38 0.08
H 0.69 -0.35 -0.34
H -0.39 -0.48 -0.15
H 0.06 0.08 -0.03
C 0.92 0.55 -0.28
C -0.12 0.39 -0.79
O -0.12 -0.32 0.33
H -0.29 -0.06 0.47
H -0.06 -0.14 0.05
H -0.21 -0.54 -0.08
H 0.00 -0.40 0.28
H 0.00 0.27 0.07
H -0.41 0.29 -0.37
C 0.68 -0.04 0.88
C 0.67 -0.78 1.13
O 0.33 0.64 -1.08
H -0.19 -0.06 -0.12
H -0.23 0.16 -0.21
H -0.07 -0.04 -0.05
H -0.64 -0.15 -0.49
H -0.14 0.35 -0.52
H -0.26 0.09 0.61
C -0.81 0.55 -0.03
C 1.61 -0.68 -1.00
O -0.54 0.14 0.29
H 0.05 -0.05 -0.05
H 0.38 -0.25 0.31
H -0.02 -0.02 0.25
H -0.60 -0.31 0.13
H -0.06 0.43 0.04
H 0.16 0.23 -0.04
C 0.80 0.02 0.66
C -0.73 0.88 -0.80
O 0.66 -0.36 0.38
H 0.46 0.13 0.50
H -0.07 -0.06 -0.07
H -0.34 0.15 -0.06
H 0.18 -0.08 0.01
H 0.00 -0.30 0.17
H -0.12 -0.14 -0.02

From a Löwdin analysis of the wavefunction, the atomic charges in e read: C -0.07; C -0.29; O -0.11; H 0.07; H 0.07; H 0.08; H 0.11; H 0.11; H 0.06; C -0.08; C -0.34; O -0.09; H 0.08; H 0.08; H 0.06; H 0.10; H 0.11; H 0.04; C -0.08; C -0.32; O -0.07; H 0.08; H 0.05; H 0.07; H 0.11; H 0.09; H 0.08; C -0.05; C -0.26; O -0.11; H 0.04; H 0.04; H 0.10; H 0.10; H 0.11; H 0.05; C -0.07; C -0.32; O -0.12; H 0.08; H 0.06; H 0.07; H 0.10; H 0.11; H 0.04; C -0.08; C -0.28; O -0.12; H 0.07; H 0.08; H 0.06; H 0.11; H 0.10; H 0.04; C -0.08; C -0.35; O -0.08; H 0.09; H 0.03; H 0.09; H 0.08; H 0.11; H 0.04; C -0.08; C -0.28; O -0.11; H 0.07; H 0.06; H 0.08; H 0.11; H 0.10; H 0.05; C -0.06; C -0.30; O -0.12; H 0.07; H 0.07; H 0.07; H 0.11; H 0.12; H 0.06; C -0.08; C -0.29; O -0.10; H 0.08; H 0.06; H 0.08; H 0.11; H 0.11; H 0.09; C -0.08; C -0.29; O -0.09; H 0.02; H 0.09; H 0.07; H 0.10; H 0.11; H 0.09

=====

No. 2
# C22H66O11S3

A cluster of 11 separate species, C22H66O11S3 in total (ωB97M-V with the def2-TZVPD basis set, the Open Molecules 2025 dataset).

HOMO energy: -8.334 eV
orbital gap: 8.57 eV
ΔE to the lowest compared entry with this formula, charge and spin: 256.27 kJ/mol
E_tot: -78895.728 eV

Element x y z (Å)
C: 1.9699 -0.9469 4.9034
C: 3.0664 -1.0251 5.7896
O: 4.3478 -0.8321 5.1404
H: 0.9719 -1.1959 5.4777
H: 2.1044 -1.8351 4.2185
H: 1.9022 0.0496 4.3027
H: 3.0907 -1.9738 6.7170
H: 2.8919 -0.2577 6.6349
H: 5.1216 -0.9167 5.7669
C: 0.4349 -4.0313 -1.4901
C: -0.5105 -4.8586 -0.6272
O: -1.2799 -5.7770 -1.4048
H: 0.9974 -4.7963 -2.0092
H: 1.1069 -3.6364 -0.7676
H: -0.0804 -3.3467 -2.0954
H: -1.1082 -4.0384 -0.0830
H: 0.0622 -5.3750 -0.0675
H: -1.8960 -6.0985 -0.6557
C: -0.5093 -1.2091 -4.2202
C: -1.3145 -0.5707 -5.3355
O: -1.3561 -1.4608 -6.4620
H: 0.6793 -1.1722 -4.2158
H: -0.8414 -2.1665 -3.8750
H: -0.6573 -0.3338 -3.5218
H: -0.9584 0.3089 -5.7774
H: -2.3376 -0.1888 -4.8769
H: -2.1693 -1.1704 -6.9421
C: -4.7339 2.3061 -2.7125
C: -4.1586 1.0387 -1.9991
O: -3.5176 0.1958 -2.9500
H: -5.6374 2.0192 -3.4847
H: -3.8369 2.7588 -2.9696
H: -5.0634 2.9730 -1.9062
H: -4.9257 0.5900 -1.3959
H: -3.6429 1.2713 -1.3330
H: -3.0220 -0.4486 -2.3517
C: -0.9079 5.1106 3.4148
C: -0.0775 4.0481 2.6309
O: 0.7363 4.6998 1.7472
H: -0.3885 5.6907 4.1534
H: -1.8394 4.9423 3.8647
H: -1.3254 5.7400 2.7227
H: -0.6175 3.1161 2.4193
H: 0.6608 3.8718 3.4042
H: 1.6461 4.3272 1.7964
C: 0.7019 0.1674 1.1056
C: 0.1513 -0.1537 -0.3393
O: -1.2180 0.1348 -0.2486
H: 0.4747 -0.5230 2.0607
H: 0.6415 1.3036 1.5284
H: 1.7864 -0.1334 1.1051
H: 0.3513 -1.2160 -0.5446
H: 0.6389 0.4006 -1.0901
H: -1.7045 -0.6546 -0.6436
C: 4.5678 -1.6492 0.1990
C: 4.0680 -1.7665 1.6396
O: 4.9706 -2.4492 2.5349
H: 5.6210 -1.1843 0.0660
H: 3.9621 -0.9197 -0.3483
H: 4.3111 -2.6337 -0.3346
H: 3.0894 -2.3219 1.8726
H: 3.7990 -0.8358 1.8743
H: 4.8285 -2.2435 3.3609
C: -1.7554 -1.9339 2.9736
C: -1.9062 -2.1556 4.4585
O: -1.4183 -3.4441 4.8107
H: -2.3249 -2.5171 2.4222
H: -0.7151 -2.0161 2.6500
H: -1.9948 -0.8149 2.7114
H: -2.9610 -2.2288 4.6054
H: -1.7273 -1.3078 4.9445
H: -1.0078 -3.4356 5.6815
C: -3.6227 -3.5968 -3.2090
S: -3.6664 -3.0519 -1.5557
O: -2.7976 -1.8316 -1.4812
C: -5.2637 -2.3706 -1.4526
H: -4.5593 -4.3275 -3.2731
H: -2.6239 -3.7773 -3.3325
H: -3.8538 -2.5524 -3.6437
H: -5.5122 -1.8023 -0.5659
H: -6.0777 -2.8913 -1.5695
H: -5.5145 -1.6377 -2.2293
C: 5.2587 4.3893 -0.3701
S: 4.6382 3.4575 1.0757
O: 3.1457 3.8808 1.2649
C: 4.7343 1.8276 0.4652
H: 4.3896 4.4012 -0.8930
H: 6.2291 4.0536 -0.6130
H: 5.3659 5.4928 -0.1381
H: 4.1426 1.8256 -0.5615
H: 4.3060 1.2936 1.4051
H: 5.6925 1.5169 0.0679
C: 0.5107 4.5766 -2.1634
S: -1.1200 3.6271 -2.2282
O: -2.1641 4.6575 -2.6576
C: -0.7495 2.5398 -3.5043
H: 1.2350 4.0883 -1.5666
H: 0.4738 5.4717 -1.4859
H: 0.9341 4.7656 -3.0802
H: 0.1169 2.1714 -3.1497
H: -0.3333 2.9442 -4.4092
H: -1.6218 1.9946 -3.7759

Cartesian forces, eV/Å:
C -3.49 -1.31 -2.65
C 3.03 0.05 7.43
O 0.08 -0.56 0.87
H 1.89 0.86 -1.13
H -0.55 1.09 -0.05
H 0.09 -1.81 1.15
H -0.12 1.74 -3.50
H 0.70 -0.25 -1.45
H -1.66 0.13 -0.79
C -0.13 -2.67 0.83
C -3.56 5.48 -3.91
O -2.00 -0.10 2.43
H 0.29 0.25 -0.88
H 0.67 1.12 0.31
H -0.30 1.04 -0.87
H 0.23 -1.69 -0.30
H 3.71 -3.50 4.71
H 1.05 0.19 -2.29
C 2.52 3.58 0.82
C -1.42 -1.16 0.30
O -2.19 0.25 -0.35
H -2.36 -0.46 -0.97
H -0.43 -0.21 0.22
H -0.07 -1.49 0.64
H 1.40 1.70 0.18
H 1.49 -1.53 -1.03
H 1.06 -0.67 0.17
C -2.35 -2.59 0.98
C -9.02 -2.23 -10.33
O 0.41 -0.53 1.37
H 2.75 1.08 1.71
H 1.12 1.31 -2.08
H -0.62 -0.15 -0.27
H -1.24 -1.21 -0.33
H 9.33 4.24 9.89
H -0.71 0.54 -1.37
C 0.38 -0.77 -0.49
C 0.36 0.79 4.35
O 0.45 0.47 -2.48
H 0.87 0.18 0.01
H -1.26 -1.91 1.14
H -0.28 2.29 -2.24
H 0.05 0.39 -0.83
H -0.13 -1.62 0.79
H -0.90 0.34 -0.27
C 2.11 0.26 2.23
C -0.53 -0.70 3.80
O -1.47 -1.60 -1.54
H -0.67 1.37 -2.57
H -0.03 -2.69 -1.51
H -0.38 0.89 -0.33
H -0.15 0.13 0.04
H 0.71 1.06 -0.87
H 0.58 1.43 0.75
C -0.11 -1.14 -0.95
C -0.32 -4.14 0.31
O 1.74 -1.10 -7.90
H -1.44 -1.55 0.54
H -0.36 0.00 0.31
H 1.37 1.34 0.47
H 0.88 0.49 -1.62
H -0.34 4.02 1.99
H -1.46 2.11 6.92
C 3.03 5.16 1.73
C -2.42 -3.46 -3.12
O 0.96 0.35 0.50
H -2.73 -2.90 -2.58
H -0.04 -0.31 0.11
H 0.14 -2.02 0.50
H -1.24 -0.05 0.17
H 2.27 3.05 2.77
H -0.07 0.06 -0.07
C -5.19 2.49 0.04
S 0.18 -0.30 2.50
O 0.83 -0.29 0.10
C 1.27 4.17 -0.31
H 2.64 1.12 -0.50
H 2.27 -1.63 -0.98
H 0.19 -1.82 -0.42
H 0.98 -0.07 0.71
H -3.95 -4.43 -0.43
H 1.15 0.28 -0.35
C 0.48 2.08 3.48
S -0.76 2.81 1.77
O 3.09 -1.35 -1.13
C -2.56 -0.64 -1.57
H -1.96 -0.60 -3.04
H 0.61 -0.83 -1.11
H -0.01 -1.26 0.48
H 0.22 -0.48 2.39
H 0.69 0.07 -2.28
H 0.62 0.05 0.95
C -1.48 0.12 2.76
S -0.78 3.83 1.29
O 1.17 -1.41 0.23
C -0.97 1.78 -2.30
H 0.72 -1.59 0.48
H -1.00 -0.42 -1.11
H 0.53 0.67 -2.36
H 2.53 -2.99 1.57
H -0.38 1.14 -0.71
H -0.34 -1.19 0.33

Löwdin population analysis, charges in e, atoms 1 to 99: C -0.15; C -0.41; O -0.10; H 0.12; H 0.09; H 0.12; H 0.18; H 0.11; H 0.12; C -0.06; C -0.33; O -0.10; H 0.08; H 0.06; H 0.03; H 0.13; H 0.04; H 0.13; C -0.08; C -0.34; O -0.10; H 0.12; H 0.03; H 0.06; H 0.08; H 0.13; H 0.10; C -0.04; C -0.31; O -0.12; H 0.14; H 0.00; H 0.08; H 0.10; H -0.02; H 0.03; C -0.07; C -0.33; O -0.10; H 0.07; H 0.05; H 0.03; H 0.10; H 0.10; H 0.01; C -0.07; C -0.30; O -0.11; H 0.07; H 0.11; H 0.03; H 0.10; H 0.08; H 0.05; C -0.09; C -0.31; O -0.02; H 0.10; H 0.04; H 0.09; H 0.13; H 0.01; H -0.05; C -0.07; C -0.32; O -0.06; H 0.01; H 0.05; H 0.13; H 0.10; H 0.06; H 0.08; C -0.22; S 0.86; O -0.55; C -0.26; H 0.13; H 0.00; H 0.09; H 0.08; H 0.00; H 0.08; C -0.22; S 0.87; O -0.55; C -0.32; H 0.00; H 0.04; H 0.09; H 0.11; H 0.08; H 0.05; C -0.20; S 0.86; O -0.56; C -0.30; H 0.01; H 0.08; H 0.01

=====

Question: Among the records above, which one has the highest orbital gap?
Answer: C22H66O11

=====

Question: Look up the orbital gap of the first one.
Answer: 9.69 eV